1.
Density functional theory data (ωB97M-V/def2-TZVPD) for the ion C4H9N2S with charge +1 in a non-equilibrium geometry.

As for the charge: +1. Its LUMO energy is -0.18116 Ha. Its relative energy (zero: lowest compared OMol25 entry of this formula, charge and spin) is 295.5 kJ/mol. Its SMILES is CSN1CC=[NH+]C1. The HOMO-LUMO gap is 7.8625 eV.

```
16
C4H9N2S ωB97M-V/def2-TZVPD
C -2.6061 1.0706 0.1433
S -1.6440 -0.4752 0.1790
N 0.0269 0.1463 -0.4551
C 0.8287 0.5300 0.6842
C 1.7094 -0.6888 0.9222
N 1.6387 -1.4270 -0.1559
C 0.6601 -0.8372 -1.1784
H -2.8265 1.3028 1.1277
H -3.4566 0.9856 -0.5066
H -1.9147 1.8430 -0.3489
H 0.4452 1.1773 1.5285
H 1.4903 1.3205 0.2663
H 2.3401 -0.7283 1.8300
H 2.0045 -2.3269 -0.4628
H -0.0171 -1.4891 -1.6542
H 1.3213 -0.4035 -1.9193
```

***

2.
Density functional theory data (ωB97M-V/def2-TZVPD) for an isolated molecule of CH4IPS in a non-equilibrium geometry.

Its LUMO energy is -0.00818 Ha. Its relative energy (zero: lowest compared OMol25 entry of this formula, charge and spin) is 71.3 kJ/mol. Its SMILES is CP(S)I. The HOMO-LUMO gap is 8.8650 eV.

```
8
CH4IPS ωB97M-V/def2-TZVPD
C -0.5061 0.8585 -0.0788
P 0.7532 -0.1321 0.9033
S 0.1102 -2.1156 -0.3212
I 2.8570 0.3233 -0.2236
H -0.5221 1.9040 0.3314
H -1.5916 0.5474 -0.0600
H -0.2076 0.9225 -1.0225
H -0.8930 -2.3080 0.4714
```

***

3.
Density functional theory data (ωB97M-V/def2-TZVPD) for a structure of composition C32H26BClF4IN2O2PV.

Its LUMO energy (alpha / beta) is -0.01603 / -0.01856 Ha. Its expectation value of S² is 0.876. As for the spin multiplicity: 2. The HOMO-LUMO gap (alpha / beta) is 7.3497 / 6.0008 eV.

```
71
C32H26BClF4IN2O2PV ωB97M-V/def2-TZVPD
V 0.8255 1.0760 1.1183
C 2.6432 3.5785 -2.3024
C 1.2169 3.8905 -1.9680
N 0.6101 4.8582 -2.5954
C -0.6840 5.1315 -2.2824
C -1.3996 4.4623 -1.3355
C -2.8347 4.8373 -1.0935
O -3.7482 3.7901 -1.4299
C -0.7625 3.3957 -0.6252
C -1.5064 2.6736 0.3467
N -1.0980 1.6663 1.0978
C -2.1507 0.9743 1.7816
C -3.4459 0.9211 1.2576
C -4.4537 0.2326 1.9109
C -4.1960 -0.4393 3.0954
C -2.9142 -0.4208 3.6198
C -1.9138 0.2790 2.9643
I 0.0103 0.2674 3.7383
C 0.5700 3.0993 -0.9567
O 1.2582 2.1499 -0.3949
H 2.9960 4.2758 -3.0578
H 2.7347 2.5569 -2.6752
H 3.2713 3.6435 -1.4127
H -1.1397 5.9425 -2.8392
H -3.0644 5.7435 -1.6605
H -3.0205 5.0574 -0.0408
H -3.5526 3.5129 -2.3316
H -2.5379 2.9810 0.4526
H -3.6630 1.3958 0.3111
H -5.4442 0.2103 1.4758
H -4.9799 -0.9842 3.6039
H -2.6874 -0.9487 4.5358
Cl -1.8912 -0.4035 -1.3949
C -1.9331 -1.7889 -0.3387
C -3.1518 -2.4157 -0.1487
C -3.2262 -3.5271 0.6771
C -2.0806 -4.0082 1.2911
C -0.8649 -3.3726 1.0857
C -0.7664 -2.2462 0.2726
P 0.7951 -1.3031 0.1200
C 1.1655 -1.3595 -1.6620
C 0.6530 -2.3522 -2.4937
C 1.0072 -2.3901 -3.8326
C 1.8820 -1.4412 -4.3463
C 2.4002 -0.4561 -3.5191
C 2.0416 -0.4106 -2.1789
C 2.0590 -2.4297 0.8124
C 2.8670 -3.2159 -0.0056
C 3.8389 -4.0369 0.5487
C 4.0184 -4.0796 1.9223
C 3.2214 -3.2955 2.7445
C 2.2528 -2.4747 2.1918
H -4.0306 -2.0276 -0.6449
H -4.1788 -4.0156 0.8324
H -2.1286 -4.8798 1.9300
H 0.0260 -3.7568 1.5664
H -0.0267 -3.0963 -2.0955
H 0.6012 -3.1600 -4.4758
H 2.1578 -1.4701 -5.3925
H 3.0838 0.2827 -3.9176
H 2.4372 0.3644 -1.5340
H 2.7504 -3.1876 -1.0801
H 4.4623 -4.6377 -0.1006
H 4.7842 -4.7124 2.3513
H 3.3634 -3.3078 3.8169
H 1.6496 -1.8583 2.8430
F 3.1622 0.4917 3.4964
B 3.2438 1.3317 2.4062
F 2.0631 2.2149 2.4340
F 2.9678 0.5766 1.2015
F 4.3853 2.0451 2.3090
```

***

4.
Density functional theory data (ωB97M-V/def2-TZVPD) for an isolated molecule of C4H5N3 in a non-equilibrium geometry.

Its LUMO energy is -0.00254 Ha. Its relative energy (zero: lowest compared OMol25 entry of this formula, charge and spin) is 363.5 kJ/mol. Its SMILES is [H]/N=C(/C#N)C(=C)N. The HOMO-LUMO gap is 9.1751 eV.

```
12
C4H5N3 ωB97M-V/def2-TZVPD
H 0.9632 -0.4570 -2.1045
N 1.4051 -0.9018 -1.2988
C 0.8633 -0.5990 -0.2012
C 1.8008 -0.5561 1.0400
N 1.7224 -1.5869 1.5664
C -0.4220 0.1120 0.0112
C -1.0249 0.1326 1.2050
N -0.8793 0.8174 -1.1015
H -0.6039 -0.3787 2.0507
H -1.9338 0.6915 1.3599
H -1.7112 1.3646 -0.9287
H -0.1798 1.3615 -1.5985
```